1.
Molecular formula: C34H65Br3ClI2NO12P3
Method: DFT, wB97M-V/def2-TZVPD

Results
* total charge: -1
* gap between HOMO and LUMO: 5.77 eV
* HOMO level: -5.488 eV
* ΔE to the lowest compared entry with this formula, charge and spin: 0.0 kJ/mol

CARTESIAN COORDINATES (ANGSTROEM)
C (3.79, 5.92, 0.95)
C (3.99, 4.74, 1.08)
C (4.41, 3.41, 1.59)
Cl (5.44, 2.79, 0.16)
O (5.08, 3.41, 2.76)
P (4.23, 2.67, 4.18)
Br (5.87, 3.28, 5.79)
C (3.03, 1.86, 5.40)
C (3.39, 1.64, 6.87)
C (2.28, 0.84, 7.67)
C (0.92, 0.72, 6.99)
C (0.10, 2.02, 7.07)
C (-1.07, 1.87, 6.09)
O (-1.90, 3.04, 6.10)
C (-2.93, 2.96, 5.24)
O (-2.93, 2.32, 4.22)
C (-4.11, 3.80, 5.54)
C (-3.99, 4.91, 6.36)
C (3.48, 4.50, 4.44)
Br (4.84, 5.95, 4.15)
C (2.79, 4.78, 5.82)
C (1.42, 5.45, 5.52)
Br (3.60, 6.09, 7.09)
C (5.30, 1.04, 3.76)
I (7.35, 1.61, 3.09)
C (5.55, 0.01, 4.87)
C (6.71, -1.00, 4.58)
I (3.87, -1.40, 5.13)
O (2.94, 2.29, 3.07)
C (3.16, 2.45, 1.71)
N (3.10, 1.29, 0.87)
C (1.82, 0.58, 1.02)
C (0.93, 0.69, -0.25)
C (-0.52, 0.46, 0.19)
H (3.66, 6.96, 0.81)
H (2.69, 0.96, 4.90)
H (2.14, 2.49, 5.39)
H (3.49, 2.58, 7.42)
H (4.31, 1.10, 7.06)
H (2.14, 1.32, 8.65)
H (2.68, -0.15, 7.90)
H (0.95, 0.31, 5.98)
H (0.34, -0.01, 7.58)
H (-0.34, 2.11, 8.07)
H (0.69, 2.91, 6.85)
H (-1.67, 1.00, 6.39)
H (-0.64, 1.66, 5.11)
H (-5.06, 3.55, 5.07)
H (-4.02, 5.91, 5.92)
H (-3.83, 4.77, 7.43)
H (2.74, 4.65, 3.65)
H (2.57, 3.93, 6.46)
H (0.94, 4.97, 4.66)
H (1.64, 6.47, 5.20)
H (0.78, 5.46, 6.40)
H (4.90, 0.53, 2.88)
H (5.86, 0.44, 5.82)
H (7.65, -0.65, 4.99)
H (6.77, -1.29, 3.53)
H (6.51, -1.93, 5.13)
H (2.33, 3.06, 1.32)
H (3.85, 0.63, 1.08)
H (1.23, 0.93, 1.86)
H (2.04, -0.48, 1.22)
H (1.20, -0.09, -0.96)
H (1.06, 1.69, -0.66)
H (-1.15, 0.42, -0.70)
H (-0.61, -0.52, 0.67)
H (-0.88, 1.24, 0.87)
O (-0.53, 0.81, -3.52)
P (-0.48, -0.14, -4.69)
O (0.77, 0.60, -5.50)
C (2.09, 0.49, -4.96)
C (2.64, -0.92, -5.03)
O (-1.76, 0.39, -5.56)
C (-2.76, 1.25, -5.01)
C (-2.41, 2.70, -5.24)
O (-0.28, -1.51, -5.56)
C (-0.98, -1.84, -6.77)
C (-0.53, -1.01, -7.96)
H (2.09, 0.86, -3.93)
H (2.71, 1.16, -5.55)
H (2.08, -1.60, -4.37)
H (3.68, -0.94, -4.71)
H (2.57, -1.32, -6.04)
H (-2.92, 1.03, -3.95)
H (-3.69, 1.00, -5.52)
H (-1.41, 2.93, -4.89)
H (-3.12, 3.35, -4.72)
H (-2.45, 2.93, -6.30)
H (-2.05, -1.80, -6.62)
H (-0.74, -2.88, -6.98)
H (-0.67, 0.06, -7.79)
H (-1.11, -1.30, -8.84)
H (0.53, -1.16, -8.16)
O (-3.83, -4.98, -7.22)
P (-5.04, -5.49, -6.49)
O (-4.64, -5.02, -4.97)
C (-4.75, -3.63, -4.63)
C (-6.18, -3.14, -4.60)
O (-4.62, -7.08, -6.48)
C (-3.58, -7.61, -7.29)
C (-2.25, -7.60, -6.55)
O (-6.55, -5.86, -6.00)
C (-7.02, -7.14, -5.56)
C (-6.48, -7.53, -4.20)
H (-4.15, -3.04, -5.32)
H (-4.30, -3.52, -3.64)
H (-6.62, -3.16, -5.60)
H (-6.23, -2.11, -4.23)
H (-6.80, -3.77, -3.96)
H (-3.51, -7.09, -8.24)
H (-3.86, -8.64, -7.52)
H (-2.03, -6.61, -6.15)
H (-1.44, -7.91, -7.21)
H (-2.29, -8.29, -5.70)
H (-6.83, -7.90, -6.31)
H (-8.11, -7.05, -5.50)
H (-5.40, -7.57, -4.18)
H (-6.87, -8.52, -3.93)
H (-6.79, -6.81, -3.44)

Löwdin population analysis, charges in e, atoms 1 to 8: C 0.0943; C -0.1657; C -0.7995; Cl 0.5823; O -0.4786; P 0.4810; Br 0.3574; C -0.3540

2.
Molecular formula: C34H68Cl4O19
Method: DFT, wB97M-V/def2-TZVPD

Results
* total charge: +1
* multiplicity: 2
* gap between HOMO and LUMO (spin up / spin down): 8.80 / 2.07 eV
* ⟨S²⟩: 0.756
* HOMO level (spin up / spin down): -12.106 / -12.106 eV

CARTESIAN COORDINATES (ANGSTROEM)
C (0.62, 2.97, -2.61)
Cl (1.83, 3.93, -1.69)
Cl (1.15, 2.71, -4.29)
H (0.35, 2.09, -2.02)
H (-0.30, 3.54, -2.73)
C (2.29, -4.06, 1.71)
Cl (0.89, -4.17, 2.81)
Cl (3.00, -5.65, 1.30)
H (2.01, -3.48, 0.83)
H (2.99, -3.42, 2.24)
C (5.75, 2.23, 1.46)
C (4.70, 3.25, 1.40)
O (4.73, 4.21, 2.47)
C (3.74, 4.39, 3.25)
O (2.63, 3.95, 3.17)
O (4.28, 5.11, 4.22)
C (3.66, 5.24, 5.46)
H (6.71, 2.74, 1.36)
H (5.75, 1.54, 0.61)
H (5.75, 1.52, 2.28)
H (3.72, 2.81, 1.21)
H (4.85, 3.89, 0.52)
H (2.71, 5.77, 5.34)
H (4.25, 5.78, 6.20)
H (3.41, 4.36, 6.05)
C (-4.29, 1.75, -2.26)
C (-4.83, 0.37, -2.28)
O (-5.86, 0.28, -1.33)
C (-6.94, -0.54, -1.45)
O (-7.39, -0.95, -2.56)
O (-7.58, -0.66, -0.26)
C (-8.50, -1.78, -0.07)
H (-3.51, 1.86, -3.01)
H (-3.76, 1.92, -1.33)
H (-5.09, 2.49, -2.13)
H (-4.01, -0.30, -2.02)
H (-5.22, 0.19, -3.28)
H (-8.87, -1.68, 0.95)
H (-7.91, -2.69, -0.14)
H (-9.45, -1.67, -0.60)
C (-1.00, -0.62, -2.04)
C (0.38, -0.80, -1.39)
O (0.44, 0.01, -0.21)
C (1.23, -0.17, 0.82)
O (2.20, -0.98, 0.89)
O (0.88, 0.61, 1.81)
C (1.58, 0.59, 3.01)
H (-0.95, -1.15, -3.00)
H (-1.17, 0.37, -2.48)
H (-1.84, -1.10, -1.54)
H (1.13, -0.32, -2.02)
H (0.61, -1.84, -1.14)
H (0.99, 0.00, 3.72)
H (1.67, 1.61, 3.37)
H (2.57, 0.13, 3.08)
O (-0.02, 0.87, 7.33)
C (-0.61, 0.83, 6.29)
O (-0.63, 1.78, 5.46)
C (-0.02, 3.06, 5.66)
C (-0.65, 4.03, 6.66)
C (-1.34, -0.50, 5.83)
H (-0.23, 3.51, 4.69)
H (1.06, 2.94, 5.60)
H (-1.61, 4.40, 6.29)
H (-0.08, 4.95, 6.77)
H (-0.62, 3.73, 7.70)
H (-2.39, -0.40, 6.10)
H (-0.91, -1.21, 6.54)
H (-1.24, -0.79, 4.79)
O (-1.77, -0.21, -5.74)
C (-0.67, -0.46, -6.18)
O (-0.03, -1.67, -6.33)
C (-0.79, -2.81, -6.02)
C (0.02, -4.10, -6.24)
C (0.14, 0.54, -6.90)
H (-1.63, -2.90, -6.72)
H (-1.12, -2.80, -4.98)
H (-0.50, -5.06, -6.15)
H (0.83, -4.14, -5.51)
H (0.57, -4.10, -7.17)
H (-0.39, 1.49, -6.88)
H (0.30, 0.26, -7.94)
H (1.15, 0.73, -6.53)
O (-2.84, -2.97, -2.83)
C (-3.18, -3.72, -1.88)
O (-2.48, -4.74, -1.28)
C (-1.13, -4.98, -1.72)
C (-0.43, -5.89, -0.70)
C (-4.58, -3.54, -1.26)
H (-0.62, -4.02, -1.67)
H (-1.09, -5.25, -2.78)
H (0.65, -5.77, -0.81)
H (-0.75, -6.92, -0.88)
H (-0.56, -5.59, 0.33)
H (-5.19, -4.42, -1.04)
H (-5.04, -2.81, -1.93)
H (-4.50, -2.95, -0.35)
O (6.52, -3.04, -3.16)
C (6.35, -3.91, -2.31)
O (5.59, -3.79, -1.27)
C (4.51, -2.86, -1.15)
C (3.26, -3.49, -1.91)
C (7.03, -5.23, -2.32)
H (4.82, -1.89, -1.54)
H (4.28, -2.70, -0.10)
H (2.98, -4.26, -1.19)
H (3.57, -3.83, -2.90)
H (2.42, -2.80, -1.86)
H (6.87, -5.60, -3.34)
H (6.59, -5.90, -1.59)
H (8.08, -5.04, -2.13)
O (-1.69, 4.34, -0.36)
C (-1.19, 4.44, 0.79)
O (-1.67, 4.97, 1.99)
C (-2.98, 5.31, 2.14)
C (-2.99, 6.17, 3.44)
C (0.13, 3.89, 1.12)
H (-3.48, 4.35, 2.16)
H (-3.44, 5.86, 1.32)
H (-3.05, 5.55, 4.34)
H (-3.88, 6.80, 3.44)
H (-2.21, 6.87, 3.73)
H (0.16, 3.26, 2.00)
H (0.93, 4.64, 1.12)
H (0.45, 3.26, 0.29)

Löwdin population analysis, charges in e, atoms 1 to 8: C -0.9701; Cl 0.5484; Cl 0.5539; H -0.0010; H 0.0267; C -1.0402; Cl 0.5380; Cl 0.5738

3.
Molecular formula: C34H68F4NO6SSbSi2Sn
Method: DFT, wB97M-V/def2-TZVPD

Results
* total charge: -2
* gap between HOMO and LUMO: 6.29 eV
* HOMO level: -2.145 eV
* ΔE to the lowest compared entry with this formula, charge and spin: 273.4 kJ/mol

CARTESIAN COORDINATES (ANGSTROEM)
Sn (-0.28, 1.12, -0.07)
C (0.38, 4.02, 1.77)
Si (-1.48, 4.34, 1.56)
C (-1.68, 5.74, 0.28)
C (-2.04, 5.09, 3.23)
N (-2.17, 2.86, 1.11)
C (-3.46, 2.50, 1.18)
C (-4.57, 3.33, 1.49)
C (-5.87, 2.86, 1.55)
C (-6.17, 1.53, 1.28)
C (-5.12, 0.68, 0.94)
C (-3.84, 1.17, 0.89)
F (-2.85, 0.31, 0.52)
H (0.97, 4.53, 1.01)
H (0.55, 2.95, 1.66)
H (0.76, 4.33, 2.75)
H (-1.14, 6.65, 0.57)
H (-2.73, 6.00, 0.13)
H (-1.28, 5.40, -0.68)
H (-1.49, 6.01, 3.46)
H (-1.85, 4.37, 4.04)
H (-3.11, 5.32, 3.26)
H (-4.37, 4.38, 1.65)
H (-6.67, 3.55, 1.79)
H (-7.19, 1.16, 1.35)
H (-5.29, -0.36, 0.69)
C (-3.63, -3.99, -3.04)
C (-3.34, -2.60, -2.50)
C (-3.98, -1.52, -3.38)
Sb (-1.24, -1.90, -2.05)
C (-0.42, -3.81, -1.21)
C (-1.17, -4.04, 0.10)
C (-0.38, -5.08, -2.05)
C (-0.32, -2.01, -4.05)
C (-0.98, -2.94, -5.07)
C (1.16, -2.35, -3.90)
H (-4.71, -4.12, -3.21)
H (-3.32, -4.76, -2.33)
H (-3.12, -4.18, -3.99)
H (-3.79, -2.52, -1.50)
H (-3.62, -1.58, -4.41)
H (-3.74, -0.52, -3.01)
H (-5.08, -1.62, -3.40)
H (0.60, -3.51, -0.97)
H (-2.22, -4.30, -0.09)
H (-1.14, -3.13, 0.72)
H (-0.72, -4.86, 0.68)
H (-1.38, -5.42, -2.32)
H (0.10, -5.89, -1.48)
H (0.19, -4.95, -2.97)
H (-0.40, -0.98, -4.39)
H (-0.96, -3.98, -4.74)
H (-0.44, -2.88, -6.02)
H (-2.02, -2.66, -5.27)
H (1.32, -3.37, -3.55)
H (1.64, -1.65, -3.21)
H (1.67, -2.25, -4.87)
O (1.52, 0.11, 1.41)
O (0.30, -0.70, 1.29)
C (-3.43, 2.21, -2.09)
C (-2.20, 2.18, -3.00)
C (-1.81, 3.63, -3.33)
O (-1.23, 1.35, -2.38)
H (-4.23, 2.78, -2.56)
H (-3.15, 2.69, -1.14)
H (-3.79, 1.20, -1.87)
H (-2.48, 1.70, -3.95)
H (-1.56, 4.17, -2.41)
H (-2.66, 4.11, -3.82)
H (-0.95, 3.64, -3.98)
F (3.37, 1.79, -1.97)
C (2.62, 1.75, -3.11)
F (3.18, 0.76, -3.87)
F (2.92, 2.91, -3.77)
S (0.70, 1.58, -2.80)
O (0.70, 2.79, -1.97)
O (0.43, 1.54, -4.23)
O (0.90, 0.32, -2.02)
C (0.87, 0.14, 4.26)
C (2.15, -0.71, 4.13)
C (3.16, -0.16, 5.16)
C (1.79, -2.13, 4.58)
Si (2.74, -0.60, 2.26)
C (3.05, -2.34, 1.43)
C (4.32, -3.03, 1.93)
C (3.13, -2.15, -0.10)
C (1.85, -3.29, 1.66)
C (4.18, 0.70, 1.93)
C (5.25, 0.69, 3.03)
C (4.91, 0.36, 0.62)
C (3.61, 2.13, 1.78)
H (0.49, 0.09, 5.28)
H (0.10, -0.21, 3.57)
H (1.06, 1.19, 4.02)
H (2.77, -0.32, 6.17)
H (3.31, 0.91, 5.03)
H (4.13, -0.67, 5.09)
H (1.52, -2.12, 5.64)
H (2.63, -2.82, 4.45)
H (0.94, -2.51, 4.02)
H (5.21, -2.43, 1.71)
H (4.44, -4.00, 1.43)
H (4.30, -3.21, 3.00)
H (4.07, -1.71, -0.43)
H (2.31, -1.52, -0.45)
H (3.04, -3.13, -0.59)
H (1.89, -3.79, 2.62)
H (1.86, -4.07, 0.89)
H (0.91, -2.74, 1.56)
H (5.59, -0.33, 3.25)
H (4.89, 1.13, 3.95)
H (6.12, 1.27, 2.70)
H (5.37, -0.63, 0.66)
H (5.72, 1.08, 0.46)
H (4.24, 0.41, -0.24)
H (3.90, 2.77, 2.62)
H (2.53, 2.15, 1.71)
H (3.97, 2.60, 0.86)

Löwdin population analysis, charges in e, atoms 1 to 8: Sn 1.5418; C -0.1876; Si 0.3671; C -0.1781; C -0.1951; N -0.1220; C -0.3766; C -0.0533

4.
Molecular formula: C34H69F7N3O3
Method: DFT, wB97M-V/def2-TZVPD

Results
* total charge: +1
* gap between HOMO and LUMO: 8.48 eV
* HOMO level: -10.975 eV
* ΔE to the lowest compared entry with this formula, charge and spin: 625.4 kJ/mol

CARTESIAN COORDINATES (ANGSTROEM)
C (3.16, -4.79, 1.83)
C (4.41, -3.79, 2.05)
C (5.42, -3.75, 0.80)
C (4.72, -3.76, -0.63)
C (3.69, -2.52, -0.85)
C (4.54, -1.19, -0.72)
C (3.73, 0.17, -0.94)
C (2.28, 0.19, -0.22)
C (1.14, 0.66, -1.24)
C (0.24, -0.46, -1.90)
C (-0.96, 0.45, -2.56)
N (-2.11, 0.39, -1.56)
O (-1.86, 0.79, -0.28)
C (-2.45, 2.08, 0.05)
C (-2.15, 2.27, 1.63)
C (-0.58, 2.15, 1.97)
C (-2.88, 3.55, 2.25)
C (-4.34, 3.03, 2.74)
C (-2.11, 3.95, 3.61)
C (-2.26, -1.11, -1.36)
C (-3.03, -1.95, -2.46)
F (-2.30, -2.09, -3.68)
F (-3.22, -3.28, -2.01)
C (-4.47, -1.37, -2.86)
F (-5.16, -2.37, -3.59)
F (-4.39, -0.26, -3.74)
C (-5.41, -1.00, -1.63)
F (-5.22, 0.34, -1.21)
F (-5.31, -1.91, -0.57)
F (-6.75, -1.06, -2.06)
C (-0.69, -1.47, -1.07)
C (-0.39, -1.91, 0.42)
C (-1.43, -2.93, 1.06)
C (-1.33, -4.43, 0.51)
C (-1.11, -2.94, 2.66)
H (3.57, -5.65, 1.19)
H (2.26, -4.30, 1.34)
H (2.83, -5.20, 2.85)
H (4.08, -2.75, 2.41)
H (5.00, -4.25, 2.92)
H (6.03, -4.73, 0.86)
H (6.14, -2.89, 0.97)
H (5.46, -3.77, -1.50)
H (4.09, -4.70, -0.72)
H (2.90, -2.66, -0.02)
H (3.11, -2.61, -1.83)
H (5.34, -1.23, -1.54)
H (5.11, -1.09, 0.26)
H (4.38, 1.01, -0.48)
H (3.69, 0.40, -2.05)
H (2.36, 1.03, 0.56)
H (2.06, -0.75, 0.36)
H (0.55, 1.50, -0.73)
H (1.69, 1.19, -2.10)
H (0.63, -0.97, -2.85)
H (-1.25, 0.23, -3.63)
H (-0.72, 1.57, -2.53)
H (-2.93, 0.82, -2.04)
H (-1.91, 2.92, -0.51)
H (-3.56, 2.12, -0.19)
H (-2.64, 1.35, 2.12)
H (-0.02, 1.40, 1.33)
H (-0.53, 1.75, 3.04)
H (-0.04, 3.16, 1.98)
H (-2.99, 4.43, 1.55)
H (-4.70, 2.17, 2.05)
H (-4.16, 2.53, 3.76)
H (-5.11, 3.86, 2.82)
H (-1.11, 4.46, 3.41)
H (-2.72, 4.63, 4.29)
H (-1.98, 2.96, 4.19)
H (-2.96, -1.14, -0.47)
H (-0.59, -2.47, -1.65)
H (0.66, -2.36, 0.48)
H (-0.37, -0.96, 1.06)
H (-2.52, -2.62, 0.99)
H (-0.84, -5.06, 1.33)
H (-0.80, -4.55, -0.49)
H (-2.40, -4.85, 0.42)
H (-1.75, -2.17, 3.21)
H (-1.27, -3.97, 3.13)
H (-0.01, -2.65, 2.79)
C (2.26, 0.64, 7.55)
C (2.33, 1.98, 6.82)
C (1.42, 2.07, 5.58)
O (1.87, 1.34, 4.45)
C (1.66, -0.06, 4.53)
N (3.73, 2.26, 6.48)
H (2.84, -0.14, 7.06)
H (2.67, 0.74, 8.56)
H (1.23, 0.30, 7.65)
H (2.00, 2.75, 7.53)
H (1.39, 3.12, 5.27)
H (0.38, 1.80, 5.83)
H (0.71, -0.30, 5.02)
H (2.50, -0.54, 5.04)
H (1.63, -0.45, 3.51)
H (3.80, 3.20, 6.10)
H (3.98, 1.66, 5.69)
C (-1.88, 3.14, -8.39)
C (-2.28, 2.49, -7.06)
C (-1.41, 2.93, -5.86)
O (-0.11, 2.35, -5.83)
C (0.81, 2.94, -6.74)
N (-2.29, 1.03, -7.22)
H (-1.01, 2.66, -8.84)
H (-2.70, 3.04, -9.11)
H (-1.67, 4.20, -8.27)
H (-3.31, 2.82, -6.85)
H (-1.91, 2.58, -4.95)
H (-1.35, 4.02, -5.79)
H (0.67, 4.02, -6.83)
H (0.73, 2.45, -7.72)
H (1.82, 2.75, -6.37)
H (-2.67, 0.61, -6.38)
H (-1.32, 0.72, -7.23)

Löwdin population analysis, charges in e, atoms 1 to 8: C -0.1238; C -0.2478; C -0.2205; C -0.2103; C -0.2009; C -0.2083; C -0.1870; C -0.1720

Number 1: E_tot -12093.72737 a.u., strongest force on any atom 7.7 eV/Å. Number 2: E_tot -4606.15470 a.u., strongest force on any atom 4.7 eV/Å. Number 3: E_tot -3673.71263 a.u., strongest force on any atom 2.5 eV/Å. Number 4: E_tot -2425.39592 a.u., strongest force on any atom 4.4 eV/Å.